Molecular formula: C3H8ClNO
Method: DFT, the ωB97M-V functional and the def2-TZVPD basis

Geometry as XYZ:
```
14
Properties=species:S:1:pos:R:3
C -1.31680 -0.17821 -1.64734
C 1.50711 1.18682 0.21358
C 0.09172 -0.01757 -1.18369
N -0.45566 -0.79589 2.42979
O 0.35173 0.83857 -0.25462
Cl 1.22770 -0.99388 2.86213
H -1.58006 -1.23299 -1.71888
H -1.99333 0.31315 -0.95243
H -1.46000 0.26343 -2.63718
H -0.51873 0.07969 1.91311
H 2.42033 0.75222 -0.15899
H 1.50382 1.86248 1.04412
H 0.90048 -0.52613 -1.69407
H -0.67831 -1.55169 1.78447
```

Values from the calculation:
- highest occupied orbital energy (spin up / spin down) (eV) = -7.4 / -7.2
- total energy (eV) = -19296.129
- energy above the lowest of the compared OMol25 structures with the same formula, charge and spin (kcal/mol) = 120.6
- HOMO-LUMO gap (spin up / spin down) (eV) = 8.0910 / 7.9513
- total charge = 0
- lowest unoccupied orbital energy (spin up / spin down) (eV) = 0.728 / 0.755
- strongest force on any atom (eV/A) = 1.7

=====

Molecular formula: C3H8ClNO5P
Method: DFT, the ωB97M-V functional and the def2-TZVPD basis

Geometry as XYZ:
```
19
Properties=species:S:1:pos:R:3
O 0.57884 -0.19697 1.55616
C 0.41806 -0.49380 0.36074
O -0.44530 -1.26572 -0.13984
C 1.40512 0.13529 -0.66680
N 1.08201 1.53047 -1.02766
Cl 1.02714 2.62812 0.32987
P 3.19643 -0.13831 -0.23777
O 3.70943 1.27369 0.46253
O 3.15849 -1.31608 0.91191
H 1.25888 -0.42656 -1.58856
H 0.11264 1.49796 -1.32815
H 4.13558 1.12649 1.31296
H 3.43799 -1.00997 1.78195
C -3.91417 -0.49111 0.06799
O -4.23947 -0.67224 -1.31085
H -4.83678 -0.28504 0.60897
H -3.44867 -1.39044 0.47198
H -3.22810 0.34757 0.19473
H -3.40812 -0.85337 -1.76017
```

Values from the calculation:
- highest occupied orbital energy (eV) = -4.1
- total energy (eV) = -36780.286
- HOMO-LUMO gap (eV) = 7.3777
- total charge = -1
- lowest unoccupied orbital energy (eV) = 3.229
- strongest force on any atom (eV/A) = 2.0